(1)
DFT (the ωB97M-V functional and the def2-TZVPD basis) results for a structure of composition C4H8.

total energy = -4274.245 eV
energy above the lowest of the compared OMol25 structures with the same formula, charge and spin = 2.948 eV
total charge = 0

The geometry in XYZ format:
```
12
Properties=species:S:1:pos:R:3:nbo_charge:R:1
H 1.03 -0.53 1.31 0.21
C 1.04 -0.10 -0.81 -0.49
H -0.12 1.71 -0.32 0.21
H 0.08 -1.72 0.26 0.21
C -0.45 0.71 -0.45 -0.34
H -1.04 0.46 -1.31 0.21
H -0.99 0.69 1.78 0.20
H 1.02 -0.63 -1.78 0.20
C 0.44 -0.72 0.44 -0.34
H -1.92 -0.54 0.80 0.20
H 1.93 0.55 -0.74 0.20
C -1.03 0.12 0.83 -0.49
```

=====

(2)
DFT (the ωB97M-V functional and the def2-TZVPD basis) results for an isolated molecule of C6H9NS.

total energy = -18690.482 eV
energy above the lowest of the compared OMol25 structures with the same formula, charge and spin = 2.728 eV
total charge = 0

The geometry in XYZ format:
```
17
Properties=species:S:1:pos:R:3:nbo_charge:R:1
S 0.67 0.15 1.65 0.30
C 2.03 0.04 0.54 -0.38
C 3.22 -0.49 0.80 -0.39
C -0.55 -0.22 -0.83 -0.14
H 1.79 0.41 -0.46 0.23
H 3.98 -0.56 0.06 0.20
C -1.74 0.36 -1.57 -0.24
H 3.53 -0.87 1.78 0.20
H -0.04 -1.09 -1.25 0.23
C -1.87 -0.36 1.32 -0.41
C -0.72 -0.18 0.64 -0.18
N -0.43 1.03 -1.55 -0.58
H -2.49 0.72 -0.94 0.19
H -1.89 -0.35 2.40 0.21
H -2.87 -0.43 0.82 0.21
H -2.10 0.00 -2.51 0.20
H -0.51 1.85 -0.91 0.36
```

=====

(3)
DFT (the ωB97M-V functional and the def2-TZVPD basis) results for an isolated molecule of C4H7NO2.

total energy = -9846.009 eV
energy above the lowest of the compared OMol25 structures with the same formula, charge and spin = 1.271 eV
total charge = 0

The geometry in XYZ format:
```
14
Properties=species:S:1:pos:R:3:nbo_charge:R:1
C -1.13 -0.81 -0.08 -0.44
H -0.20 0.55 -1.58 0.24
C -1.42 0.61 0.26 0.12
O -1.45 1.08 1.56 -0.69
H 1.79 -1.14 -1.31 0.39
C 1.22 0.29 0.05 0.68
H -0.63 0.81 1.99 0.49
H -0.79 -1.48 0.71 0.22
H 3.05 -0.49 -0.32 0.40
N 2.13 -0.39 -0.73 -0.82
O 1.56 0.85 1.09 -0.62
H -1.72 -1.29 -0.85 0.22
H -2.23 1.10 -0.28 0.19
C -0.17 0.30 -0.52 -0.38
```

=====

(4)
DFT (the ωB97M-V functional and the def2-TZVPD basis) results for a cluster of 2 separate species, C2H7NOS in total.

total energy = -16558.897 eV
energy above the lowest of the compared OMol25 structures with the same formula, charge and spin = 1.875 eV
total charge = 0

The geometry in XYZ format:
```
12
Properties=species:S:1:pos:R:3:nbo_charge:R:1
H -1.36 -0.08 -0.24 0.27
S -2.25 1.14 0.33 -0.56
N -0.19 -0.90 -0.69 -0.79
H 0.01 -1.14 -1.67 0.39
C 1.14 0.21 1.19 0.41
H 1.29 1.19 1.67 0.15
H 0.61 1.09 -0.72 0.24
H 0.00 -1.77 -0.14 0.40
C 0.91 0.09 -0.33 -0.34
H 1.91 -0.22 -0.74 0.22
H -3.22 1.20 -0.61 0.14
O 1.16 -0.81 1.94 -0.52
```

=====

(5)
DFT (the ωB97M-V functional and the def2-TZVPD basis) results for a cluster of 3 separate species, C7H16O6 in total.

total energy = -19790.810 eV
<S²> = 2.06
energy above the lowest of the compared OMol25 structures with the same formula, charge and spin = 3.852 eV
2S+1 = 3
total charge = 0

The geometry in XYZ format:
```
29
Properties=species:S:1:pos:R:3:nbo_charge:R:1
C 1.24 -1.97 1.65 0.27
H -3.71 0.02 -2.95 0.21
H -2.36 1.01 -1.13 0.20
O -3.17 1.97 1.23 -0.05
O 0.72 -0.34 -0.12 -0.55
C -0.42 0.76 -2.01 -0.41
H -2.64 1.25 -3.63 0.20
O 2.97 1.25 0.49 -0.59
H -0.25 1.58 -0.05 0.18
H 0.07 0.15 -2.78 0.20
O -2.41 2.93 1.02 -0.05
H 1.96 -2.99 3.37 0.25
C -2.66 0.28 -3.13 -0.60
O -0.11 -2.21 1.85 -0.67
C 2.10 -2.03 2.86 -0.69
H 1.31 1.45 -0.97 0.20
H 3.13 2.05 1.10 0.45
H 1.61 -2.46 0.74 0.21
H 3.16 -1.84 2.63 0.23
C 0.38 0.92 -0.70 -0.08
H 1.72 -1.27 3.56 0.25
C 1.31 -0.21 1.20 0.42
C -1.87 0.31 -1.82 -0.40
H -2.25 -0.46 -3.83 0.20
H -0.51 -1.34 2.09 0.51
H 2.39 -0.26 0.96 0.28
O 0.73 0.34 2.13 -0.54
H -0.49 1.79 -2.40 0.20
H -1.94 -0.69 -1.36 0.20
```

=====

(6)
DFT (the ωB97M-V functional and the def2-TZVPD basis) results for an isolated molecule of C5H8O.

total energy = -7357.952 eV
energy above the lowest of the compared OMol25 structures with the same formula, charge and spin = 4.303 eV
total charge = 0

The geometry in XYZ format:
```
14
Properties=species:S:1:pos:R:3:nbo_charge:R:1
C 0.35 -1.21 1.62 0.07
H -0.03 2.49 -0.22 0.21
H -0.79 -1.71 -1.08 0.19
H 1.77 -0.02 0.01 0.25
O -0.70 -1.56 0.94 -0.47
H -2.07 -0.77 -0.30 0.19
C 1.18 0.65 -0.61 -0.43
H -0.73 0.67 -1.68 0.22
C -0.28 0.35 -0.74 -0.27
H 0.28 -1.88 2.51 0.07
C -0.99 -0.93 -0.33 -0.06
H 0.15 1.36 1.21 0.23
H 1.69 1.08 -1.47 0.21
C 0.17 1.48 0.14 -0.42
```

=====

(7)
DFT (the ωB97M-V functional and the def2-TZVPD basis) results for a structure of composition C2H2ClP.

total energy = -23911.317 eV
energy above the lowest of the compared OMol25 structures with the same formula, charge and spin = 5.012 eV
total charge = 0

The geometry in XYZ format:
```
6
Properties=species:S:1:pos:R:3:nbo_charge:R:1
C -2.23 0.82 0.18 -0.34
C 1.35 -0.95 0.05 -0.68
P -0.05 -0.25 0.16 0.61
Cl -3.33 -0.40 -0.02 0.08
H -1.69 1.11 -0.73 0.13
H 2.18 -1.41 -0.32 0.20
```

=====

(8)
DFT (the ωB97M-V functional and the def2-TZVPD basis) results for a structure of composition C16H42F6NO11S2Sn.

total energy = -85070.991 eV
total charge = +1

The geometry in XYZ format:
```
79
Properties=species:S:1:pos:R:3:lowdin_charge:R:1
C 0.67 -10.74 -0.88 -0.29
H -11.10 2.42 -2.49 0.11
S -0.33 -0.49 1.34 0.55
H -0.53 6.79 -1.13 0.08
O -10.64 3.19 -0.63 -0.07
H 0.86 -10.53 0.18 0.10
C 6.69 -6.45 1.31 -0.09
O -2.44 -1.95 2.55 -0.25
H -8.22 -4.22 -1.16 0.07
O 6.58 -8.91 0.78 -0.12
H -10.21 -2.99 -2.47 0.11
H 0.48 -9.76 -2.76 0.08
C -9.17 -4.64 -1.49 -0.10
O -1.40 -0.34 0.34 -0.21
S -1.93 -0.79 3.29 0.74
O 5.84 6.72 4.58 -0.10
O 1.79 -11.63 -1.26 -0.10
H 4.86 8.35 2.52 0.07
C -3.29 0.56 3.25 -0.71
H -1.68 5.42 -1.06 0.07
H 6.11 8.41 1.54 0.08
H -1.00 4.96 1.23 0.06
H 8.39 3.30 -5.08 0.11
H 5.89 6.14 2.60 0.11
H 10.97 3.78 -4.36 0.06
O -11.51 -4.03 -1.40 -0.11
C -1.52 6.47 -0.80 -0.09
C -10.15 -3.52 -1.52 -0.30
H -11.87 -4.28 -0.54 0.07
F -3.05 1.49 4.12 0.17
H 7.36 6.82 3.22 0.11
H -0.32 -8.88 -1.45 0.07
H 5.75 -8.04 2.54 0.10
H -11.26 4.13 -2.29 0.10
H 6.85 -5.83 2.20 0.06
C 1.18 0.57 0.64 -0.64
H 6.43 9.11 3.13 0.08
C -9.19 3.55 -2.40 -0.09
H 1.44 -8.89 -1.50 0.07
H -2.21 7.11 -1.35 0.08
C 5.95 8.28 2.61 -0.10
O 0.20 -1.81 1.45 -0.21
H -9.07 3.75 -3.47 0.07
C 10.07 3.94 -3.76 -0.09
H 2.54 -11.23 -0.81 0.06
C 0.55 -9.48 -1.71 -0.10
H 7.51 -8.18 2.45 0.10
F -4.50 0.00 3.49 0.15
O -1.71 -1.04 4.71 -0.29
H 5.76 -6.13 0.85 0.06
H -11.13 2.42 -0.35 0.09
C -1.76 6.68 0.68 -0.28
O -0.82 5.86 1.48 -0.12
C 6.61 -7.92 1.89 -0.25
F 1.94 0.75 1.69 0.13
O 9.18 5.07 -5.63 -0.07
H 8.07 4.67 -3.97 0.11
H -1.61 7.74 0.90 0.11
F 1.82 -0.01 -0.41 0.14
H 10.13 3.17 -2.99 0.06
H 7.39 -8.78 0.29 0.06
N -0.61 0.29 2.67 -0.16
Sn 1.32 3.08 7.46 1.25
H -9.02 -4.95 -2.53 0.08
H -8.75 4.43 -1.92 0.07
F -3.33 1.13 2.08 0.18
H -9.37 -5.44 -0.78 0.08
H -8.63 2.66 -2.11 0.07
C 8.81 4.19 -4.62 -0.33
H 6.47 7.22 5.10 0.07
H -2.75 6.42 1.05 0.10
H 7.39 -6.33 0.48 0.06
H 9.69 4.49 -6.20 0.08
C 6.28 6.95 3.21 -0.32
C -10.64 3.28 -2.01 -0.36
F 0.74 1.75 0.30 0.17
H 10.34 4.84 -3.20 0.07
H -9.95 -2.82 -0.71 0.10
H -0.26 -11.30 -0.98 0.10
```

=====

(9)
DFT (the ωB97M-V functional and the def2-TZVPD basis) results for the ion C4H11N2O with charge -1.

total energy = -9353.592 eV
energy above the lowest of the compared OMol25 structures with the same formula, charge and spin = 0.898 eV
total charge = -1

The geometry in XYZ format:
```
18
Properties=species:S:1:pos:R:3:nbo_charge:R:1
C -0.26 0.10 1.13 -0.25
O 2.24 -0.51 0.18 -0.94
H -1.52 1.50 -1.70 0.16
N 0.03 -1.25 0.72 -0.72
H 1.50 -2.34 -0.30 0.06
H 0.62 2.11 -1.31 0.33
H -1.59 1.75 0.66 0.18
C -1.34 0.74 0.30 -0.42
N 0.47 1.12 -1.42 -0.90
H -2.28 0.19 0.35 0.17
H 1.14 0.55 -0.89 0.43
H -0.52 -1.68 0.00 0.34
H -1.09 -0.21 -1.67 0.17
C 1.50 -1.56 0.50 0.15
H -0.43 0.15 2.21 0.15
H 0.66 0.66 1.01 0.23
C -0.92 0.76 -1.18 -0.21
H 1.81 -2.09 1.42 0.06
```

=====

(10)
DFT (the ωB97M-V functional and the def2-TZVPD basis) results for a structure of composition C52H52BrGeN3O7S5Sc.

total energy = -275011.327 eV
<S²> = 0.75
energy above the lowest of the compared OMol25 structures with the same formula, charge and spin = 0.207 eV
2S+1 = 2
total charge = 0

The geometry in XYZ format:
```
122
Properties=species:S:1:pos:R:3:mulliken_spin:R:1
C 1.41 -3.15 -0.91 -0.16
C -2.87 5.52 1.37 0.00
C 3.05 3.50 2.75 0.00
C 1.47 -2.47 5.18 0.00
H 0.77 -4.76 1.19 0.00
C -1.04 -4.42 2.29 0.00
H 2.25 3.03 4.74 0.00
O -0.02 -0.58 2.00 0.12
H 2.17 -3.53 2.79 0.00
H -1.82 3.23 -2.22 0.00
C -2.36 -0.21 4.69 0.00
C 1.11 -3.63 2.97 -0.01
C -1.11 3.97 0.59 0.00
C 4.23 1.49 -3.53 -0.01
H 4.11 1.71 0.33 0.01
C 3.03 -4.78 -1.60 0.00
C 1.62 4.28 -3.18 0.00
H -4.36 -4.39 -0.05 0.00
S -1.99 -5.37 1.13 0.00
C -4.37 -0.22 -4.57 0.00
C 2.40 -2.18 -0.81 0.17
C -0.81 -3.22 4.34 0.00
H -2.69 -3.98 3.58 0.00
O -0.01 1.97 -0.12 0.01
C -2.88 -1.90 -3.60 0.00
H -4.69 1.03 -2.27 0.00
H -4.39 3.99 1.24 0.00
H -4.14 2.63 -1.78 0.00
C 2.11 3.17 3.68 0.00
C 0.85 3.99 -1.00 0.01
C 5.05 2.43 -1.47 -0.02
S -0.79 0.16 -2.82 0.00
H -1.15 2.67 -3.75 0.00
H -3.62 -2.48 1.34 0.00
C 1.16 3.37 1.41 -0.02
H -1.36 0.09 7.90 0.00
H -1.26 -2.80 5.24 0.00
O -1.44 -1.77 -0.15 -0.06
O -3.28 -5.66 1.71 0.00
H 3.90 -0.28 1.51 0.00
H -1.49 -3.86 -0.42 0.00
Br -3.95 -0.59 3.73 0.00
H 3.44 0.55 -6.71 0.00
C 0.32 -4.30 2.06 0.00
H 1.85 4.00 -4.19 0.00
C 3.28 0.76 -1.38 0.19
O -1.12 -6.42 0.69 0.00
H -4.94 2.43 -3.35 0.00
C -1.29 0.04 6.82 0.00
C 4.26 1.42 -4.95 0.00
H 5.78 2.98 -3.39 0.00
H 5.05 -4.08 -1.74 0.00
C 1.72 -4.44 -1.31 0.01
C 0.22 3.31 0.21 0.07
H 2.59 0.80 2.05 -0.02
C -1.13 -0.05 4.04 0.00
C -2.07 2.90 -3.22 0.00
S 0.56 3.01 2.98 0.00
H 2.11 -3.23 5.62 0.00
C -3.35 4.28 1.11 0.00
C -2.34 3.39 0.66 0.00
C -3.71 -2.38 0.25 0.00
C 3.32 0.68 -2.81 -0.05
C 3.71 -2.52 -1.12 -0.02
Ge 2.10 -0.31 -0.24 0.15
H 0.96 0.20 4.30 0.00
H -5.30 -0.27 -4.00 0.00
C -2.41 0.48 -3.26 0.01
H 0.38 -2.89 -0.67 0.09
H -3.40 -0.30 6.55 0.00
H -3.67 -3.64 -1.49 0.00
S 1.41 5.62 -1.02 0.00
C -1.62 -3.87 3.42 0.00
N -3.20 -0.49 -3.75 0.00
H 0.74 2.39 -2.42 0.00
C 0.01 0.11 4.81 0.00
H -2.51 -2.31 -4.55 0.00
H 0.94 -5.19 -1.38 0.00
H 4.96 2.05 -5.48 0.00
H 1.79 -0.84 -3.02 0.00
H -2.54 2.35 0.42 0.00
C 3.41 0.59 -5.62 0.00
Sc -0.83 0.26 0.06 0.22
H 2.32 6.37 -3.15 0.00
C -3.56 -3.74 -0.41 0.00
H 0.84 0.32 6.77 0.00
H 3.07 3.88 0.56 0.00
C 0.56 -3.10 4.14 0.00
C 5.09 2.36 -2.83 0.03
H -3.79 -2.44 -3.33 0.00
C 1.88 5.51 -2.66 0.00
C 4.13 1.63 -0.75 0.03
H 4.09 3.66 2.98 0.00
S -1.19 5.62 1.09 0.00
O -1.79 0.69 1.88 0.02
C 2.50 3.62 1.44 0.00
C 2.47 -0.19 -3.55 0.03
C 2.82 -0.16 1.58 0.14
H 0.91 -1.99 5.97 0.00
C 1.03 3.41 -2.22 -0.02
H -4.28 0.77 -5.02 0.00
C 2.51 -0.23 -4.91 0.01
H -2.11 -2.04 -2.85 0.00
H -4.41 -0.97 -5.36 0.00
H 2.39 -0.96 2.17 -0.01
C -4.26 1.96 -2.64 0.00
H 4.50 -1.78 -1.08 0.00
H 1.85 -0.90 -5.45 0.00
C -0.06 0.18 6.19 0.00
H 5.71 3.10 -0.93 0.00
H -2.60 3.70 -3.74 0.00
C -2.44 -0.17 6.07 0.00
H -4.70 -1.96 0.05 0.00
N -2.94 1.73 -3.22 0.00
C -0.98 0.00 2.56 0.03
H 3.28 -5.79 -1.91 0.00
O -2.93 -0.19 -0.43 -0.01
N -2.29 -4.44 -0.20 0.00
H 2.12 -1.72 4.72 0.00
H -3.41 6.39 1.73 0.00
C 4.03 -3.82 -1.51 0.01
C -2.66 -1.39 -0.16 0.02
```

=====

(11)
DFT (the ωB97M-V functional and the def2-TZVPD basis) results for an isolated molecule of C11H23N3O4S.

total energy = -35274.992 eV
energy above the lowest of the compared OMol25 structures with the same formula, charge and spin = 0.000 eV
total charge = 0

The geometry in XYZ format:
```
42
Properties=species:S:1:pos:R:3:nbo_charge:R:1
H -1.56 3.25 -3.62 0.23
H 0.60 -2.76 -0.87 0.25
H 2.66 -2.20 2.81 0.24
C 0.60 -3.98 3.49 -0.63
N 0.16 3.21 -2.52 -0.62
H 1.09 -4.79 4.02 0.22
S 0.29 -2.31 1.45 2.15
H -2.83 3.30 -1.56 0.20
O 1.03 1.51 -1.44 -0.39
H -1.40 0.23 -1.09 0.43
C 1.18 -4.87 1.20 -0.63
H -0.44 -4.24 3.32 0.24
O 0.45 -1.15 2.28 -0.94
H -1.20 4.86 0.50 0.20
O -1.06 -2.78 1.25 -0.98
H 0.63 -3.09 4.11 0.24
C 0.40 -0.63 -0.67 0.40
H -3.27 4.86 -0.89 0.20
O -0.89 1.20 -2.64 -0.68
H 1.57 -5.77 1.66 0.22
H 1.73 -4.68 0.29 0.21
H 0.13 -5.03 0.96 0.24
H 0.91 3.70 -2.06 0.41
C -1.61 3.94 0.10 -0.60
H -0.40 4.54 -4.00 0.19
H -2.25 3.50 0.86 0.21
H -1.47 -1.24 -0.16 0.42
H 3.26 -3.85 3.00 0.22
C -0.86 3.97 -3.19 -0.22
H 2.04 -1.90 -0.19 0.27
H -0.91 5.63 -1.81 0.19
C -1.62 4.93 -2.26 -0.40
H -0.80 3.25 -0.09 0.20
C 2.70 -3.19 2.35 -0.63
N -0.93 -0.48 -0.54 -0.82
C 1.29 -3.70 2.16 -0.22
H -2.30 5.51 -2.89 0.21
N 1.30 0.18 -1.08 -0.22
C 0.96 -1.95 -0.23 -0.68
H 3.22 -3.11 1.40 0.21
C -2.42 4.23 -1.16 -0.40
C 0.01 1.90 -2.23 0.88
```

=====

(12)
DFT (the ωB97M-V functional and the def2-TZVPD basis) results for a cluster of 4 separate species, C19H21F3I2N2O10 in total.

total energy = -67844.429 eV
total charge = 0

The geometry in XYZ format:
```
57
Properties=species:S:1:pos:R:3:nbo_charge:R:1
C -3.47 -1.31 -6.06 0.44
I -0.21 -0.25 -1.57 0.11
C -6.02 -6.07 -3.13 -0.13
C 5.39 1.75 5.69 -0.14
H 5.82 1.45 4.73 0.20
C 3.60 2.40 1.89 -0.52
C -1.72 -1.80 -4.83 0.96
H 3.79 2.12 3.03 0.27
C 1.38 2.81 3.25 0.27
C -6.65 -4.61 -4.68 0.96
H 0.44 5.09 0.99 0.22
O -2.11 -1.01 -5.87 -0.48
N 2.79 1.98 -1.87 -0.30
H 1.76 5.17 -0.36 0.24
C 0.82 4.53 0.01 -0.62
O -0.56 -2.03 -4.54 -0.57
C -0.11 2.15 0.61 -0.47
F 3.67 0.27 5.11 -0.33
C 6.16 0.42 7.30 0.96
F -4.10 -0.19 -6.49 -0.32
H -0.02 4.52 -0.81 0.25
O 6.89 -0.06 8.15 -0.56
H 3.64 1.39 1.30 0.27
C 4.89 3.31 1.43 0.39
C 2.18 2.43 -0.82 0.25
H -0.77 2.48 -0.33 0.25
C -7.50 -6.06 -3.27 0.44
O -5.60 -5.39 -4.29 -0.47
H 2.22 -0.04 0.47 0.23
C -3.94 -1.70 -4.70 -0.14
H -3.58 -2.10 -6.81 0.16
H -7.90 -6.90 -3.85 0.16
C 1.29 2.99 0.48 -0.10
I 5.94 2.94 -0.46 0.17
C 2.15 3.18 1.85 -0.31
H 5.03 2.78 5.61 0.21
H -4.23 -0.84 -4.09 0.20
H -4.78 -2.40 -4.73 0.22
H -0.94 0.08 1.08 0.24
O -6.60 -3.81 -5.60 -0.58
C 1.32 -0.15 1.21 -0.69
C 4.32 0.82 6.16 0.44
H 1.54 0.19 2.31 0.24
H -0.78 2.45 1.55 0.26
H 2.42 4.34 1.93 0.29
O -2.79 -2.30 -4.14 -0.48
O 5.04 -0.20 6.82 -0.48
O 6.37 1.63 6.70 -0.47
N 0.56 2.28 4.13 -0.31
H 3.60 1.27 6.85 0.16
O -7.76 -4.85 -3.93 -0.47
H 1.11 -1.32 1.28 0.24
F -8.10 -6.02 -2.05 -0.32
H -5.67 -5.53 -2.24 0.21
H -5.61 -7.09 -3.10 0.21
O 5.35 4.30 2.22 -0.55
C 0.01 0.52 0.51 -0.32
```